{
  "formula": "C4H12",
  "method": "ωB97M-V/def2-TZVPD",
  "symbols": ["C", "C", "H", "H", "H", "H", "H", "H", "C", "C", "H", "H", "H", "H", "H", "H"],
  "positions_angstrom": [[0.1877, 2.7566, 1.7569], [-0.0707, 1.7307, 0.7093], [1.1500, 2.6070, 2.2677], [0.4522, 3.6614, 1.1130], [-0.6679, 2.8948, 2.4042], [-1.1210, 1.6634, 0.4404], [0.2677, 0.7330, 1.1042], [0.6058, 1.7325, -0.1686], [0.0996, -1.8705, -1.8196], [-0.3536, -2.5382, -0.5640], [0.1412, -2.6029, -2.6346], [-0.4738, -1.0565, -2.3010], [1.1204, -1.4744, -1.7471], [-0.8536, -1.8766, 0.1609], [0.5270, -2.9603, -0.0485], [-1.0111, -3.3999, -0.6733]],
  "forces_ev_per_a": [[0.0, -2.0, -0.4], [-0.8, 1.9, -0.2], [0.1, 0.4, 0.2], [0.0, 0.2, 0.0], [0.1, 0.5, 0.1], [0.1, -0.2, -0.2], [0.5, -0.7, 0.4], [0.1, -0.3, 0.0], [0.7, 0.4, -1.2], [0.5, -0.6, 0.8], [0.0, -0.1, 0.0], [-0.4, -0.3, 0.6], [-0.2, -0.1, 0.2], [0.0, 0.2, 0.1], [-0.3, 0.3, 0.0], [-0.3, 0.2, -0.4]],
  "lumo_energy_ha": [-0.122, -0.425],
  "multiplicity": 2,
  "orbital_gap_ev": [11.9, 3.2],
  "relative_energy_kj_mol": 60.1,
  "homo_energy_ha": [-0.5606, -0.5417],
  "charge": 1,
  "largest_force_ev_per_a": 2.07
}

---

{
  "formula": "C4H12BrFeO4",
  "method": "ωB97M-V/def2-TZVPD",
  "symbols": ["Fe", "Br", "C", "C", "O", "O", "H", "H", "H", "H", "H", "H", "C", "C", "O", "O", "H", "H", "H", "H", "H", "H"],
  "positions_angstrom": [[-2.8288, -1.0377, -2.5333], [-0.6683, -0.9280, -1.0961], [-2.9061, 3.9621, 0.4335], [-1.3276, 3.6578, 0.3155], [-1.1325, 2.5821, -0.5388], [-3.4806, 4.5496, -0.7222], [-2.9488, 4.5794, 1.3309], [-3.4793, 3.0364, 0.4849], [-0.8822, 3.4167, 1.2807], [-0.9558, 4.6339, 0.0037], [-1.1719, 1.7655, -0.0356], [-3.8245, 3.7351, -1.0963], [2.6286, -3.9878, -0.3696], [2.2628, -3.3095, 0.8609], [2.1754, -1.8846, 0.8479], [3.9774, -3.8970, -0.6939], [1.8840, -3.8849, -1.1590], [2.6290, -5.0533, -0.1397], [2.9832, -3.5319, 1.6480], [1.3526, -3.7395, 1.2791], [1.4144, -1.6299, 0.3210], [4.2990, -3.0345, -0.4214]],
  "forces_ev_per_a": [[1.3, 0.1, 0.8], [-1.3, -0.1, -0.8], [2.0, -0.6, 0.5], [-2.8, 0.4, 0.7], [0.6, -0.1, -1.3], [0.4, -0.1, 0.1], [-0.8, 0.2, -0.1], [0.4, -0.3, 1.3], [-0.3, 0.3, 0.3], [0.6, -0.4, -0.7], [0.1, -0.1, 0.0], [-0.3, 0.6, -1.0], [0.1, -2.4, -0.1], [-0.7, 0.9, 2.3], [0.4, -0.3, -0.3], [1.0, 1.1, -0.9], [0.3, 0.7, -0.5], [-1.0, -0.3, 0.2], [0.4, 0.0, -0.1], [-0.5, 0.0, -0.3], [-0.2, 0.1, -0.2], [0.1, 0.3, -0.2]],
  "lumo_energy_ha": [-0.013, -0.084],
  "multiplicity": 6,
  "orbital_gap_ev": [8.3, 7.3],
  "homo_energy_ha": [-0.3188, -0.3514],
  "charge": 0,
  "largest_force_ev_per_a": 2.93
}

---

{
  "formula": "C4H12CaIO2",
  "method": "ωB97M-V/def2-TZVPD",
  "symbols": ["Ca", "I", "C", "O", "H", "H", "H", "H", "C", "C", "C", "O", "H", "H", "H", "H", "H", "H", "H", "H"],
  "positions_angstrom": [[-3.8658, -1.7415, 4.2284], [-1.8025, -0.3625, 2.7426], [2.5910, -0.4646, 2.1221], [1.6292, -1.4904, 2.1016], [3.5737, -0.9264, 2.1846], [2.5543, 0.1732, 1.2318], [2.4968, 0.1988, 2.9974], [0.7567, -1.0933, 2.1336], [0.1881, 1.2484, -1.0761], [-0.9787, 0.3392, -1.3724], [-1.2748, 0.2533, -2.8568], [-0.7035, -0.9920, -0.9218], [0.4027, 1.2719, -0.0004], [-0.0232, 2.2812, -1.3567], [1.0752, 0.8927, -1.6001], [-1.8779, 0.7292, -0.8729], [-2.2646, -0.1550, -3.0495], [-0.5318, -0.3881, -3.3386], [-1.1749, 1.2290, -3.3324], [-0.7700, -1.0031, 0.0357]],
  "forces_ev_per_a": [[1.0, 0.6, -0.7], [-1.1, -0.5, 0.7], [0.4, 0.7, 0.2], [-0.2, -0.3, 0.1], [0.0, -0.1, -0.1], [0.0, -0.2, 0.0], [-0.1, -0.2, -0.1], [0.0, 0.0, 0.0], [0.2, 0.2, 0.4], [-0.3, 0.0, -0.2], [0.4, -0.1, -0.2], [-0.3, 0.1, -0.1], [0.0, -0.1, -0.1], [0.0, 0.0, -0.2], [0.1, 0.1, 0.0], [0.1, -0.1, 0.1], [0.0, 0.0, 0.0], [-0.1, -0.1, 0.1], [-0.2, 0.1, 0.1], [0.1, 0.0, 0.1]],
  "lumo_energy_ha": -0.243,
  "multiplicity": 1,
  "orbital_gap_ev": 5.5,
  "relative_energy_kj_mol": 0.0,
  "homo_energy_ha": -0.4450,
  "charge": 1,
  "largest_force_ev_per_a": 1.38
}

---

{
  "formula": "C4H12ClMg2O2",
  "method": "ωB97M-V/def2-TZVPD",
  "symbols": ["Mg", "Mg", "Cl", "C", "C", "O", "H", "H", "H", "H", "H", "H", "C", "C", "O", "H", "H", "H", "H", "H", "H"],
  "positions_angstrom": [[-0.9081, -0.5500, -1.8106], [-4.6758, 0.8097, 0.4941], [-2.7375, 0.0278, -0.3296], [0.8051, -2.4245, 1.7360], [1.0651, -2.2672, 0.2758], [-0.1902, -1.9282, -0.4516], [0.1503, -3.2711, 1.9526], [0.5385, -1.5013, 2.2560], [1.7452, -2.6633, 2.2466], [1.4840, -3.1624, -0.1817], [1.7234, -1.4297, 0.0521], [-0.8940, -2.4026, 0.0258], [-0.2197, 3.1144, -1.0184], [0.3072, 1.9695, -0.1843], [0.6212, 0.8210, -1.0517], [0.5066, 3.5139, -1.7184], [-0.6508, 3.8804, -0.3729], [-1.0869, 2.7354, -1.5831], [-0.3950, 1.6767, 0.5943], [1.2437, 2.2061, 0.3215], [1.5676, 0.8456, -1.2523]],
  "forces_ev_per_a": [[2.1, 0.1, 1.3], [-0.1, 0.0, 0.0], [-0.6, 0.2, 0.2], [0.6, 0.0, 0.7], [0.8, 0.3, -0.3], [-1.4, 0.2, -0.4], [-0.2, 0.2, 0.1], [-0.6, 0.0, -0.3], [0.1, -0.3, -0.3], [-0.2, 0.0, 0.0], [0.0, -0.1, 0.1], [0.3, -0.1, -0.2], [-0.8, -0.6, 0.2], [0.7, 0.7, 0.0], [-1.1, -0.7, -0.4], [0.0, 0.2, 0.1], [0.4, 0.2, 0.0], [0.1, 0.1, -0.2], [0.0, -0.4, -0.2], [-0.1, 0.1, 0.0], [-0.1, -0.1, -0.2]],
  "lumo_energy_ha": -0.543,
  "multiplicity": 1,
  "orbital_gap_ev": 6.4,
  "relative_energy_kj_mol": 0.0,
  "homo_energy_ha": -0.7782,
  "charge": 3,
  "largest_force_ev_per_a": 2.51
}

---

{
  "formula": "C4H12ClMgO4S",
  "method": "ωB97M-V/def2-TZVPD",
  "symbols": ["Mg", "Cl", "O", "S", "O", "O", "C", "C", "C", "H", "H", "H", "H", "H", "H", "H", "H", "C", "O", "H", "H", "H", "H"],
  "positions_angstrom": [[-1.4294, 1.3909, 2.3191], [0.7423, 0.7605, 2.0193], [-3.1123, 0.6790, -1.7689], [-2.0098, 0.5201, -0.8762], [-2.1734, 1.1149, 0.4499], [-1.7173, -0.9903, -0.5954], [-1.7208, -1.9258, -1.7244], [-2.3187, -3.2362, -1.2607], [-0.4910, 1.1228, -1.5684], [-0.6954, -2.0221, -2.0847], [-2.2861, -1.5027, -2.5566], [-1.5674, -3.8302, -0.7412], [-2.7312, -3.7719, -2.1100], [-3.0978, -3.0340, -0.5266], [-0.5746, 2.2025, -1.6895], [-0.3472, 0.6660, -2.5442], [0.3143, 0.8907, -0.8736], [4.5198, 1.9381, 2.5352], [3.6699, 1.4498, 3.5677], [5.0786, 1.1213, 2.0713], [3.9552, 2.4390, 1.7446], [5.2171, 2.6408, 2.9862], [2.7750, 1.3768, 3.2273]],
  "forces_ev_per_a": [[1.1, -0.7, -1.6], [-1.2, 0.4, 0.4], [0.7, 0.1, 0.5], [-0.1, -0.7, -1.5], [0.1, 0.3, 1.6], [0.0, 0.7, 0.4], [-0.1, -0.3, -0.9], [0.4, 0.3, 0.5], [-0.3, 0.2, 0.3], [0.1, 0.0, 0.3], [-0.2, 0.1, 0.3], [0.0, -0.2, -0.2], [0.0, -0.1, 0.0], [-0.2, 0.0, -0.2], [-0.1, 0.0, 0.0], [-0.1, -0.1, 0.0], [0.0, -0.1, 0.0], [-0.1, -0.2, 0.0], [0.0, 0.1, 0.0], [0.0, 0.0, 0.1], [0.0, 0.1, 0.1], [0.0, 0.0, -0.1], [0.1, -0.1, 0.0]],
  "lumo_energy_ha": -0.235,
  "multiplicity": 1,
  "orbital_gap_ev": 5.8,
  "relative_energy_kj_mol": 0.0,
  "homo_energy_ha": -0.4471,
  "charge": 1,
  "largest_force_ev_per_a": 2.06
}

---

{
  "formula": "C4H12ClN2PS",
  "method": "ωB97M-V/def2-TZVPD",
  "symbols": ["C", "C", "C", "C", "N", "N", "P", "S", "Cl", "H", "H", "H", "H", "H", "H", "H", "H", "H", "H", "H", "H"],
  "positions_angstrom": [[0.0232, -1.3395, -2.3718], [1.3208, 0.6008, -2.6001], [-1.5876, -0.0775, 1.9553], [0.5714, -1.1613, 1.3372], [0.4094, 0.0028, -1.9293], [-0.3697, -0.0089, 1.1201], [0.4746, 1.4499, 0.9215], [-0.1307, 2.4812, 2.7581], [-0.7204, 2.6348, -0.3007], [-0.5344, -1.2008, -3.2956], [0.8987, -2.0163, -2.4595], [-0.6874, -1.8077, -1.6349], [0.0810, 3.3880, 1.8842], [1.5353, 1.5236, -2.2731], [1.8595, 0.2175, -3.4398], [-2.1199, -0.9136, 1.7052], [-1.3622, -0.2255, 2.9459], [-2.0631, 0.8717, 1.6643], [1.3847, -1.1411, 0.7229], [0.8522, -1.1704, 2.3892], [0.1647, -2.1079, 0.9009]],
  "forces_ev_per_a": [[-0.3, -0.2, 1.0], [-2.1, -3.2, 0.6], [1.6, 2.5, -3.0], [-3.0, 0.0, 0.3], [1.0, 0.0, -0.8], [1.2, -0.8, 0.3], [-0.4, -1.1, 0.6], [0.2, -1.4, 0.5], [-0.3, -0.1, -0.3], [0.1, -0.5, -0.3], [-0.5, 0.4, -0.3], [0.7, 0.6, -0.6], [0.2, 2.3, -0.5], [1.0, 3.5, 1.0], [0.3, -0.6, -0.7], [-1.7, -2.0, -1.2], [0.6, 0.4, 2.7], [-0.6, -0.6, 0.9], [2.7, 1.1, -1.4], [0.1, -0.7, 0.0], [-0.5, 0.5, 1.2]],
  "lumo_energy_ha": 0.030,
  "multiplicity": 1,
  "orbital_gap_ev": 9.6,
  "smiles": "CN(C)P(S)Cl.C=NC",
  "homo_energy_ha": -0.3212,
  "charge": 0,
  "largest_force_ev_per_a": 4.20
}

---

{
  "formula": "C4H12ClNP",
  "method": "ωB97M-V/def2-TZVPD",
  "symbols": ["C", "C", "C", "C", "N", "P", "Cl", "H", "H", "H", "H", "H", "H", "H", "H", "H", "H", "H", "H"],
  "positions_angstrom": [[-0.4043, -1.3079, 1.5458], [-0.0659, 1.4842, 0.6019], [-1.1801, 0.1168, -1.1355], [0.5043, -0.8943, 0.3533], [-0.0004, 0.3654, -0.3473], [1.3044, 1.0406, -1.6893], [1.7268, -0.6369, -2.7311], [-1.3489, -1.3755, 1.2093], [0.1720, -2.1991, 1.9001], [-0.3453, -0.6374, 2.2837], [0.7535, 1.4684, 1.3904], [-0.3513, 2.4395, 0.0899], [-0.9881, 1.1983, 1.0957], [-1.1082, 0.8364, -2.0324], [-1.2515, -0.8389, -1.3848], [-2.1181, 0.3100, -0.6770], [0.5082, -1.7929, -0.4510], [1.4327, -0.8599, 0.7562], [2.7602, 1.2831, -0.7781]],
  "forces_ev_per_a": [[4.5, -2.0, -2.5], [-1.5, 0.2, 1.1], [-0.3, 4.9, -1.3], [-3.9, -2.6, -2.1], [4.5, -0.7, -0.2], [1.7, 0.4, 1.4], [0.1, 0.2, 0.4], [-3.4, -1.2, -0.7], [-1.4, 0.2, -0.1], [0.2, 2.7, 2.9], [-0.8, 0.3, -1.5], [1.0, -0.7, 0.4], [-0.2, 0.6, 0.9], [-0.5, -1.4, 1.0], [0.3, -4.1, -1.6], [-0.6, 0.7, 1.1], [-0.1, 2.3, 1.7], [3.2, 1.1, 0.6], [-2.8, -0.9, -1.3]],
  "lumo_energy_ha": -0.143,
  "multiplicity": 1,
  "orbital_gap_ev": 10.3,
  "relative_energy_kj_mol": 23.7,
  "homo_energy_ha": -0.5229,
  "charge": 1,
  "largest_force_ev_per_a": 5.53
}

---

no.,M (u)
1,60.14
2,259.88
3,259.12
4,176.20
5,215.96
6,186.65
7,140.57